DFT (ωB97M-V with the def2-TZVPD basis set) results for a 7-piece molecular cluster, C30H60ClN10O2 overall at a distorted geometry.

Last column: Mulliken charge in e.
CARTESIAN COORDINATES (ANGSTROEM)
1 C 0.41065 0.60119 -4.62459  -0.589
2 C -0.23540 1.97823 -4.52876  0.089
3 O -1.29422 2.30762 -5.07653  -0.656
4 N 0.62347 2.94270 -3.70347  0.144
5 H 0.03917 3.19711 -2.91991  0.081
6 H 1.44288 2.57962 -3.23783  0.347
7 C 1.20627 4.12465 -4.48288  -0.913
8 H -0.15798 -0.16463 -5.15212  0.238
9 H 0.58794 0.27817 -3.59876  -0.065
10 H 1.33464 0.62915 -5.20213  0.400
11 H 1.41040 3.85010 -5.51780  0.291
12 H 2.12462 4.53221 -4.06021  0.393
13 H 0.47585 4.93001 -4.40559  0.380
14 C -4.42085 2.03273 -3.53159  -1.443
15 C -3.73866 0.93068 -2.84442  0.630
16 O -3.30131 -0.00768 -3.39561  -0.246
17 N -3.46889 1.01059 -1.35701  0.491
18 H -2.46998 1.12567 -1.26197  -0.509
19 H -3.85627 1.82925 -0.90998  0.407
20 C -3.85544 -0.29423 -0.59315  -0.550
21 H -5.35189 2.23303 -3.00133  0.435
22 H -4.45065 2.11763 -4.61787  0.405
23 H -3.94568 2.98792 -3.30819  0.415
24 H -4.88878 -0.55120 -0.82616  0.428
25 H -3.50102 -0.17990 0.43125  0.281
26 H -3.21222 -1.09735 -0.95278  0.109
27 C 5.44654 2.34729 2.31059  -1.197
28 C 4.98990 0.94430 2.11479  -0.447
29 N 3.76227 0.73567 2.77453  0.584
30 C 3.52558 0.63407 4.19405  -0.562
31 C 2.12917 0.59933 4.42837  -0.686
32 N 1.56647 0.45342 3.21579  0.834
33 C 2.50345 0.69021 2.21190  -0.803
34 C 0.10960 0.23581 2.97037  -0.967
35 H 4.68237 3.11914 2.21911  0.219
36 H 6.41948 2.55183 1.86376  0.426
37 H 5.64522 2.39104 3.38144  0.399
38 H 5.73656 0.30249 2.58242  0.348
39 H 4.84793 0.77903 1.04679  0.297
40 H 4.35499 0.65845 4.88534  0.589
41 H 1.50152 0.49362 5.30088  0.578
42 H 2.30588 0.53900 1.16095  0.450
43 H -0.41444 1.18795 3.05340  0.128
44 H -0.33386 -0.40058 3.73616  0.476
45 H -0.06787 -0.08928 1.94523  0.191
46 C -2.88575 2.86657 2.02855  -0.980
47 C -2.01555 3.69727 3.02762  -0.594
48 N -0.61470 3.93000 2.57418  0.278
49 C 0.45222 4.32919 3.34405  -0.694
50 C 1.55138 4.46217 2.52444  -0.351
51 N 1.18573 4.06247 1.27868  0.378
52 C -0.15882 3.73634 1.29570  -0.507
53 C 2.01096 4.04501 0.11944  -0.800
54 H -3.88783 2.72568 2.43360  0.490
55 H -2.36970 1.93334 1.80297  0.157
56 H -2.98305 3.49572 1.14378  0.312
57 H -2.12083 3.10305 3.93531  0.331
58 H -2.47852 4.67411 3.16743  0.447
59 H 0.36133 4.55914 4.39535  0.540
60 H 2.59147 4.74314 2.59977  0.586
61 H -0.69887 3.31394 0.46124  0.438
62 H 3.05838 3.85882 0.35678  0.274
63 H 2.04334 5.05175 -0.29711  0.415
64 H 1.73000 3.26971 -0.59336  0.173
65 C -6.04934 -5.34271 -3.34983  -1.007
66 C -5.54137 -4.47764 -2.20725  -0.515
67 N -4.07459 -4.26035 -2.23969  0.277
68 C -3.10622 -5.05379 -1.60476  -0.587
69 C -1.85606 -4.39334 -1.79162  -0.256
70 N -2.03920 -3.32476 -2.68003  0.359
71 C -3.36356 -3.33130 -3.02026  -0.602
72 C -1.04395 -2.41895 -3.24438  -0.970
73 H -7.12403 -5.41023 -3.51885  0.368
74 H -5.70557 -6.37515 -3.41292  0.308
75 H -5.63195 -4.72829 -4.14756  0.317
76 H -5.85563 -4.91130 -1.25789  0.382
77 H -5.97530 -3.47790 -2.18886  0.257
78 H -3.44504 -5.87820 -0.99489  0.454
79 H -0.84127 -4.58185 -1.47374  0.462
80 H -3.84144 -2.50872 -3.53155  0.635
81 H -0.05308 -2.87003 -3.29717  0.352
82 H -1.07980 -1.69543 -2.42993  0.359
83 H -1.26475 -2.08462 -4.25807  0.388
84 C 1.90749 -2.34815 -0.37186  -1.040
85 C 3.16730 -2.73093 0.33282  -0.475
86 N 3.05435 -2.97700 1.75062  0.282
87 C 1.83513 -2.96365 2.45479  -0.413
88 C 2.21588 -3.13210 3.79691  -0.897
89 N 3.53538 -3.49502 3.85447  0.149
90 C 4.04555 -3.35323 2.60586  -0.136
91 C 4.14830 -3.67704 5.07840  -0.784
92 H 1.59064 -1.38571 0.02990  0.016
93 H 1.25109 -3.21687 -0.42247  0.297
94 H 2.14043 -2.10091 -1.40759  0.446
95 H 3.95817 -2.02141 0.08947  0.382
96 H 3.57097 -3.67745 -0.02666  0.499
97 H 0.93386 -2.73628 1.90488  0.623
98 H 1.69370 -3.17276 4.74141  0.549
99 H 5.11316 -3.46908 2.49103  0.446
100 H 3.78240 -4.52979 5.65028  0.315
101 H 3.98173 -2.75259 5.63135  0.380
102 H 5.23193 -3.74117 4.97972  0.315
103 Cl -0.25390 0.65218 -0.82898  -0.674

Expectation value of S²   0.753
LUMO (spin up / spin down)   -0.3442 / -0.3442 Eh
Charge   +4
Spin multiplicity   2
E_HOMO (spin up / spin down)   -11.66 / -16.45 eV

---

DFT (ωB97M-V with the def2-TZVPD basis set) results for C2H3LaO2 as an isolated structure at a distorted geometry.

Last column: Mulliken charge in e.
CARTESIAN COORDINATES (ANGSTROEM)
1 H 1.20030 -0.89833 0.30295  0.382
2 C 0.41108 0.63874 0.89525  0.619
3 O -0.21186 1.28735 1.70470  -0.474
4 O -0.17242 0.27330 -0.22442  -0.308
5 C 0.46878 -0.91658 -0.77911  -0.438
6 H -0.33456 -1.58436 -1.08417  0.292
7 H 1.19356 -0.56873 -1.51550  0.301
8 La -2.55488 1.76862 0.70029  2.627

Expectation value of S²   0.756
LUMO (spin up / spin down)   -0.6197 / -0.6194 Eh
Charge   +3
ΔE to the lowest compared entry with this formula, charge and spin   54.5 kcal per mole
Spin multiplicity   2
E_HOMO (spin up / spin down)   -23.48 / -24.12 eV

---

DFT (ωB97M-V with the def2-TZVPD basis set) results for C31H51F18N4O24P as an isolated structure at a distorted geometry.

Last column: Mulliken charge in e.
CARTESIAN COORDINATES (ANGSTROEM)
1 C -3.08121 0.07318 -1.84109  -1.048
2 N -4.13961 1.00721 -1.66880  1.728
3 O -4.18781 1.91281 -2.46070  -0.739
4 O -4.86694 0.89975 -0.66874  -0.684
5 H -2.14186 0.61100 -1.96939  1.051
6 H -3.23256 -0.47791 -2.76926  0.867
7 H -3.11196 -0.67940 -1.05320  -0.490
8 C -4.92840 -0.76302 1.30440  -0.873
9 N -3.88007 0.23906 1.72225  0.730
10 O -4.16144 1.40598 1.94456  -0.549
11 O -2.69751 -0.20128 1.68312  -0.359
12 H -4.88903 -0.82931 0.21713  0.427
13 H -5.93257 -0.44700 1.58702  0.340
14 H -4.60844 -1.71942 1.71794  0.419
15 C -1.94428 -2.45427 -2.44197  -0.566
16 N -0.86411 -1.45230 -2.63745  1.344
17 O -0.97121 -0.52527 -3.40512  -0.446
18 O 0.14089 -1.81461 -2.06607  -0.408
19 H -1.52480 -3.43991 -2.64358  0.171
20 H -2.66036 -2.18350 -3.21786  0.472
21 H -2.39314 -2.30965 -1.45926  -0.712
22 C -0.56991 0.01660 0.44232  -1.812
23 N 0.01197 0.04472 -0.92534  0.150
24 O 1.16799 -0.31429 -1.05131  -0.150
25 O -0.74030 0.46971 -1.75214  0.392
26 H -0.53843 -1.04576 0.68418  -0.066
27 H -1.60042 0.35894 0.34766  -0.068
28 H 0.10914 0.60694 1.05753  0.207
29 C -6.19181 -3.68523 0.66706  -0.775
30 O -4.85864 -3.93897 0.99077  -0.436
31 P -3.65894 -3.46787 -0.02225  1.272
32 O -4.05330 -2.32045 -0.87356  -0.595
33 O -2.46247 -3.24449 1.02563  -0.383
34 C -1.16771 -2.98803 0.55830  -0.763
35 O -3.33713 -4.88327 -0.83768  -0.310
36 C -2.81236 -6.01184 -0.18796  -0.785
37 H -6.47353 -2.87469 1.33918  0.280
38 H -6.82395 -4.53113 0.93713  0.353
39 H -6.44923 -3.19797 -0.27337  0.301
40 H -0.52315 -3.85909 0.67607  0.675
41 H -0.73092 -2.14948 1.10064  -1.473
42 H -0.91920 -2.63394 -0.44218  1.395
43 H -1.98989 -6.42205 -0.77395  0.286
44 H -3.51655 -6.84166 -0.12803  0.266
45 H -2.41964 -5.79669 0.80582  0.316
46 C -0.98389 0.07874 7.14371  -1.061
47 C -0.17514 1.39302 6.71900  -0.339
48 O -0.39396 1.56379 5.28396  -0.274
49 C 0.39540 1.08754 4.35957  -0.670
50 O 1.21026 0.17641 4.59237  -0.539
51 C 0.12398 1.64751 2.94367  1.548
52 F 0.47625 2.90634 2.93858  -0.372
53 F 0.89317 1.04057 2.05632  0.062
54 F -1.13689 1.47937 2.57575  0.334
55 H -1.99571 0.16698 6.74807  0.308
56 H -0.87472 -0.09647 8.21398  0.395
57 H -0.54538 -0.81405 6.69792  0.272
58 H 0.88135 1.18226 6.88489  0.291
59 H -0.32533 2.31076 7.28760  0.404
60 C 0.17237 1.75171 -3.82638  -0.776
61 C 1.04175 0.79789 -3.10461  -0.491
62 O 1.30106 -0.35134 -3.89104  -0.320
63 C 2.00434 -0.19156 -5.13396  0.313
64 O 2.36011 0.90033 -5.66769  -0.579
65 C 2.22278 -1.50036 -5.86664  0.990
66 F 3.52957 -1.69546 -5.95591  -0.266
67 F 1.77105 -2.56377 -5.22285  -0.196
68 F 1.68858 -1.44369 -7.11706  -0.271
69 H -0.55094 1.17589 -4.40374  0.552
70 H 0.78595 2.33077 -4.51653  0.904
71 H -0.32951 2.48551 -3.19570  0.878
72 H 0.40623 0.47231 -2.28107  0.915
73 H 1.84989 1.44697 -2.76740  0.399
74 C 5.14300 -1.49149 3.05029  -1.999
75 C 4.03099 -0.69996 2.38539  1.026
76 O 3.03972 -1.72403 2.04601  -0.500
77 C 1.90158 -1.20557 1.56448  0.873
78 O 1.87934 -0.12991 0.97080  0.358
79 C 0.74752 -2.32429 1.54055  1.223
80 F 1.13124 -3.36808 2.24105  -0.337
81 F -0.38430 -1.81181 2.04000  0.117
82 F 0.43185 -2.76817 0.32044  0.084
83 H 6.06096 -1.06487 3.45458  0.370
84 H 5.42241 -2.30036 2.37518  0.378
85 H 4.73216 -2.02379 3.90817  0.432
86 H 4.41326 -0.35183 1.42582  -0.128
87 H 3.51148 -0.04574 3.08554  0.033
88 C 0.46820 2.93841 -1.13931  -1.479
89 C 1.34123 1.97693 -0.34275  0.744
90 O 1.70097 2.73455 0.85683  -0.397
91 C 2.86001 2.46455 1.60315  0.147
92 O 3.56809 1.48224 1.40384  -0.216
93 C 3.13689 3.47263 2.79556  0.654
94 F 2.75944 2.99757 3.94485  -0.225
95 F 4.42196 3.76431 2.85347  -0.256
96 F 2.41229 4.65666 2.63946  -0.288
97 H 1.00504 3.64856 -1.76828  0.416
98 H -0.26009 3.43372 -0.49717  1.408
99 H -0.15140 2.38781 -1.84716  -3.218
100 H 2.22569 1.71948 -0.92545  -1.004
101 H 0.80391 1.07421 -0.05208  -0.805
102 C -0.85955 4.08161 -3.12344  -1.507
103 C -1.88913 3.17194 -2.45550  0.312
104 O -2.31684 3.69339 -1.18909  -0.475
105 C -2.47359 2.92252 -0.11107  0.484
106 O -2.17071 1.76321 0.05217  -0.325
107 C -3.25035 3.73207 0.99722  0.168
108 F -2.98585 4.99418 0.94567  -0.293
109 F -4.55088 3.53557 0.91269  -0.236
110 F -2.81884 3.28971 2.24835  -0.124
111 H -0.76530 3.81521 -4.17618  0.540
112 H 0.10087 3.92648 -2.63189  0.482
113 H -1.00495 5.15558 -3.23978  0.424
114 H -1.49169 2.15705 -2.46710  -0.250
115 H -2.71386 3.01103 -3.14978  0.783
116 C 3.00510 0.03353 -1.97566  -0.200
117 C 3.85805 -0.75873 -0.97286  -0.053
118 O 5.05397 -0.03948 -0.79502  -0.380
119 C 6.33513 -0.63033 -0.91062  0.288
120 O 6.58767 -1.85999 -0.93765  -0.575
121 C 7.40183 0.44197 -0.94819  0.925
122 F 8.38117 0.06559 -1.80190  -0.281
123 F 7.06981 1.66699 -1.38552  -0.211
124 F 7.95692 0.48413 0.23489  -0.236
125 H 3.50414 0.05284 -2.94451  0.576
126 H 2.91018 1.03759 -1.56220  0.646
127 H 2.02493 -0.42860 -2.09311  0.178
128 H 4.02357 -1.79860 -1.25459  0.680
129 H 3.54671 -0.83794 0.06872  -0.120

LUMO   -0.0221 Eh
E_HOMO   -8.83 eV

---

DFT (ωB97M-V with the def2-TZVPD basis set) results for C3H3IN2OS as an isolated structure at a distorted geometry.

Last column: Mulliken charge in e.
CARTESIAN COORDINATES (ANGSTROEM)
1 C -0.75439 0.49777 -0.06765  0.356
2 C 1.21804 0.13676 -0.47985  0.462
3 C -1.44636 -0.37194 0.98122  -0.943
4 N -1.03896 1.23037 -1.04503  0.516
5 N -0.96067 1.95313 -1.93714  -0.776
6 O 1.86080 0.99615 -0.96158  -0.389
7 S 1.70959 -1.34497 0.14249  -0.180
8 I 3.91071 -1.29350 -0.54424  0.066
9 H -1.67099 -1.41573 0.58128  0.293
10 H -0.66710 -0.65593 1.81876  0.276
11 H -2.16067 0.26788 1.51173  0.319

LUMO   -0.0413 Eh
ΔE to the lowest compared entry with this formula, charge and spin   64.2 kcal per mole
E_HOMO   -8.34 eV